{"formula": "C42H90O26P2", "method": "ωB97M-V/def2-TZVPD", "elements": ["C", "O", "P", "O", "O", "C", "O", "C", "H", "H", "H", "H", "H", "H", "H", "H", "H", "C", "O", "P", "O", "O", "C", "O", "C", "H", "H", "H", "H", "H", "H", "H", "H", "H", "C", "C", "O", "C", "C", "O", "H", "H", "H", "H", "H", "H", "H", "H", "C", "C", "O", "C", "C", "O", "H", "H", "H", "H", "H", "H", "H", "H", "C", "C", "O", "C", "C", "O", "H", "H", "H", "H", "H", "H", "H", "H", "C", "C", "O", "C", "C", "O", "H", "H", "H", "H", "H", "H", "H", "H", "C", "C", "O", "C", "C", "O", "H", "H", "H", "H", "H", "H", "H", "H", "C", "C", "O", "C", "C", "O", "H", "H", "H", "H", "H", "H", "H", "H", "C", "C", "O", "C", "C", "O", "H", "H", "H", "H", "H", "H", "H", "H", "C", "C", "O", "C", "C", "O", "H", "H", "H", "H", "H", "H", "H", "H", "C", "C", "O", "C", "C", "O", "H", "H", "H", "H", "H", "H", "H", "H"], "xyz": [[-14.1465, -26.9884, 0.1575], [-13.1492, -27.8839, 0.4609], [-12.7216, -29.1986, -0.4450], [-13.8093, -29.6569, -1.3141], [-12.2626, -30.3169, 0.5919], [-11.9202, -31.5706, 0.1158], [-11.3104, -28.7534, -1.1292], [-10.7241, -29.6532, -2.0829], [-13.7156, -25.9921, 0.0579], [-14.8823, -26.8467, 0.9491], [-14.8091, -27.2230, -0.6756], [-11.9538, -31.7314, -0.9618], [-12.5871, -32.2722, 0.6170], [-10.8953, -31.8630, 0.3441], [-10.1728, -29.0847, -2.8319], [-11.3827, -30.3309, -2.6261], [-9.9613, -30.2007, -1.5293], [-8.0363, -24.7170, -1.6329], [-6.7057, -24.4227, -1.9603], [-5.7798, -23.4814, -1.0273], [-5.2938, -24.0237, 0.2567], [-6.7005, -22.0374, -0.8825], [-7.3186, -21.6757, 0.3054], [-4.5900, -23.0846, -2.0809], [-3.5144, -22.2918, -1.4706], [-8.2353, -24.5045, -0.5825], [-8.2194, -25.7724, -1.8345], [-8.6144, -24.0279, -2.2486], [-7.2633, -22.4831, 1.0356], [-8.3460, -21.3237, 0.2119], [-6.6777, -20.9035, 0.7308], [-2.6265, -22.5675, -2.0395], [-3.2117, -22.4959, -0.4436], [-3.8681, -21.2633, -1.5429], [-1.9484, -25.2835, -0.1349], [-0.5719, -26.0898, -0.2598], [-0.9002, -27.5098, -0.0956], [-1.1312, -28.2495, -1.1956], [-1.9977, -29.4140, -0.9059], [-0.7404, -27.9597, -2.3202], [-2.4238, -24.8952, 0.7659], [-2.7074, -25.9566, -0.5336], [-1.9108, -24.3497, -0.6959], [0.0337, -25.7677, -1.1069], [0.0557, -25.8325, 0.5934], [-1.3570, -30.0214, -0.2667], [-2.2203, -30.1166, -1.7091], [-2.8036, -29.0504, -0.2684], [-4.5086, -24.7099, -7.6148], [-5.5187, -24.9882, -6.5609], [-4.9647, -25.4181, -5.2768], [-4.7169, -26.7288, -4.9791], [-4.2072, -26.6806, -3.5255], [-4.9094, -27.7682, -5.6319], [-4.0096, -25.5960, -8.0070], [-3.6707, -24.0901, -7.2955], [-4.8776, -24.1928, -8.5006], [-5.9043, -24.0145, -6.2585], [-6.2277, -25.6674, -7.0342], [-5.0709, -26.1541, -3.1195], [-3.2249, -26.2122, -3.4642], [-4.2106, -27.7122, -3.1734], [-8.1403, -32.7553, -6.7137], [-8.6691, -32.4063, -5.2737], [-8.4154, -33.5102, -4.4907], [-8.5710, -33.4578, -3.1273], [-8.2399, -34.8408, -2.5024], [-8.8754, -32.4736, -2.3981], [-8.2150, -31.8832, -7.3633], [-8.8416, -33.5331, -7.0158], [-7.1253, -33.1514, -6.7461], [-8.2085, -31.5173, -4.8429], [-9.7457, -32.2624, -5.3643], [-8.2017, -34.8270, -1.4132], [-7.2624, -35.1740, -2.8510], [-8.8898, -35.5827, -2.9663], [-6.7311, -25.5333, 2.7649], [-5.5292, -24.6535, 3.3661], [-4.7701, -25.4224, 4.3241], [-3.7074, -24.9425, 4.8837], [-3.3914, -25.8161, 6.0827], [-3.2093, -23.8032, 4.7808], [-7.4090, -25.1040, 2.0271], [-7.2975, -26.1898, 3.4254], [-6.2788, -26.3347, 2.1808], [-4.7912, -24.2412, 2.6779], [-5.8386, -23.7748, 3.9320], [-2.3192, -25.8563, 6.2747], [-3.8483, -26.7729, 5.8296], [-3.8980, -25.4573, 6.9786], [-3.1027, -30.1141, 3.0528], [-3.8446, -29.1044, 3.8909], [-3.7694, -29.5406, 5.2964], [-2.7258, -29.1581, 6.0830], [-2.9385, -29.7313, 7.5358], [-1.7156, -28.4187, 5.7468], [-2.0893, -29.9770, 3.4299], [-3.1979, -30.0284, 1.9703], [-3.3502, -31.1620, 3.2220], [-3.4903, -28.0739, 3.9178], [-4.8784, -29.1109, 3.5457], [-2.9905, -28.8961, 8.2341], [-2.2403, -30.5367, 7.7637], [-3.9672, -30.0356, 7.7292], [-8.8698, -27.6731, -9.2015], [-8.1258, -28.4929, -8.1214], [-8.1891, -27.7184, -6.9532], [-9.0151, -28.0483, -5.9947], [-8.9422, -27.2184, -4.7922], [-9.8269, -29.0050, -6.0001], [-8.7213, -28.2597, -10.1081], [-8.5413, -26.6681, -9.4663], [-9.9273, -27.5134, -8.9909], [-8.5540, -29.4952, -8.1133], [-7.0800, -28.7391, -8.3054], [-8.5139, -26.2875, -5.1638], [-8.3483, -27.6751, -4.0005], [-9.9289, -26.9373, -4.4241], [-5.9640, -30.1280, -2.0218], [-6.7781, -28.8224, -1.9351], [-7.2701, -28.7630, -0.6300], [-6.4849, -28.5696, 0.3824], [-7.0260, -29.2406, 1.6268], [-5.3731, -28.0703, 0.4293], [-5.0696, -29.9740, -1.4182], [-5.5658, -30.2622, -3.0275], [-6.5863, -30.8984, -1.5664], [-6.2218, -27.9159, -2.1734], [-7.6264, -28.8600, -2.6186], [-6.8981, -28.7889, 2.6106], [-6.5410, -30.2155, 1.5769], [-8.1058, -29.3751, 1.5623], [-6.3550, -33.8310, 0.2661], [-7.1379, -34.4942, 1.3731], [-7.4213, -33.5514, 2.4338], [-8.7357, -33.1868, 2.7730], [-8.8294, -32.4639, 4.1201], [-9.6857, -33.6514, 2.1860], [-5.4720, -33.2479, 0.5278], [-6.9102, -33.1322, -0.3597], [-5.8820, -34.5594, -0.3924], [-8.0168, -35.0714, 1.0859], [-6.5603, -35.3303, 1.7672], [-8.4551, -33.0613, 4.9515], [-9.8503, -32.2554, 4.4402], [-8.3302, -31.4957, 4.0825], [-10.2390, -29.2228, 4.0777], [-11.6600, -28.7192, 4.2963], [-12.5926, -29.5538, 3.6754], [-13.8781, -29.5520, 3.9950], [-14.6230, -30.5729, 3.1494], [-14.5355, -28.9745, 4.8267], [-10.1304, -29.4280, 3.0127], [-10.0772, -30.0514, 4.7672], [-9.5262, -28.4735, 4.4218], [-11.6723, -28.5657, 5.3754], [-11.7900, -27.7160, 3.8905], [-15.6625, -30.5936, 3.4769], [-14.0702, -31.5008, 3.2961], [-14.4806, -30.0536, 2.2017]], "atomic_forces_ev_per_a": [[-1.83, 1.72, -0.32], [2.34, -3.25, -0.22], [-0.22, 1.21, 0.23], [0.40, 0.24, -0.29], [-0.26, 2.57, 0.48], [0.42, -2.38, -0.27], [-1.95, 0.17, 0.14], [1.35, -0.11, 0.07], [0.16, -0.04, -0.46], [0.31, -0.54, 0.69], [0.64, -0.32, -0.50], [-0.63, 0.39, -0.05], [0.08, -0.22, -0.23], [0.10, 0.39, 0.53], [-0.30, 0.32, 0.03], [-0.37, 0.22, 0.36], [-0.12, -0.41, -0.18], [-0.57, 0.56, 0.27], [2.66, 0.81, 0.45], [-0.47, 1.60, -0.87], [-0.74, 0.42, -0.72], [1.68, -2.95, -2.12], [0.81, 0.18, 1.91], [-1.41, -0.53, 2.11], [-0.11, -0.07, -0.63], [-0.15, -0.14, 0.09], [-0.12, 0.16, -0.10], [-0.57, -0.43, 0.07], [-0.31, -0.18, 0.06], [0.11, -0.10, -0.47], [-0.42, 0.41, 0.24], [-0.18, 0.63, -0.37], [-0.87, -0.45, 0.19], [0.64, 0.09, -0.16], [0.49, -0.37, -1.10], [-1.36, 1.08, 2.01], [0.43, 0.69, -0.48], [0.18, 1.11, -2.61], [0.84, -0.79, 1.28], [-0.25, -0.06, 1.50], [0.94, -0.76, 0.94], [-0.15, 0.28, -0.43], [0.16, -0.33, -0.66], [-0.57, -0.82, -0.51], [-0.05, -0.37, 0.17], [-0.10, -0.21, 0.55], [-0.33, 0.85, -0.32], [-0.38, -0.36, -0.31], [2.16, -0.05, -0.84], [0.20, 0.61, 0.29], [-0.22, -1.39, -1.58], [0.43, -1.49, -0.12], [-1.12, -1.08, -1.53], [0.09, 3.25, 0.94], [-0.23, -0.36, 0.11], [-0.11, 0.19, 0.46], [-0.64, -0.02, 0.19], [-0.77, -0.29, -0.19], [-0.44, -0.14, 0.92], [0.67, 0.42, 0.97], [-0.35, 0.18, 0.26], [0.35, 0.15, 0.18], [-0.87, 0.17, 1.30], [0.36, 1.38, -2.09], [0.02, -1.43, 3.05], [0.01, 1.25, 2.25], [0.22, 0.70, -1.17], [0.86, -2.72, -3.26], [-0.11, -0.11, 0.01], [0.26, -0.03, -0.59], [-0.04, 0.12, 0.27], [-0.04, 0.08, -0.04], [-0.03, 0.30, 0.16], [-0.57, 0.09, -0.30], [0.23, 0.31, -0.08], [-0.38, 0.01, 0.48], [1.99, -0.74, -0.24], [-0.81, 0.27, 0.07], [-1.66, -1.22, -1.66], [1.51, 3.57, 3.22], [0.26, -0.52, -0.72], [-1.21, -2.53, -1.08], [0.20, 0.80, 0.45], [-0.12, 0.88, 0.93], [0.62, 0.16, -0.36], [-0.53, -0.45, -0.70], [-0.59, 0.01, -0.05], [-0.19, -0.24, -0.07], [0.50, -0.25, 0.45], [-0.06, 0.39, -0.20], [1.22, 0.06, 0.35], [-0.50, -0.33, 0.34], [0.56, 0.46, 0.16], [2.90, 1.99, -0.39], [-0.83, 1.08, -1.02], [-4.87, -3.64, 1.14], [0.51, -0.36, -0.81], [0.18, 0.73, 0.10], [-0.50, 0.14, 0.60], [0.33, -0.20, -0.69], [-0.24, 0.16, 0.86], [1.34, 0.17, 0.06], [0.06, 0.43, 0.14], [-0.04, -0.81, -0.89], [0.65, -0.69, -0.70], [-0.52, 0.45, -1.75], [0.54, 0.00, 0.89], [-3.20, -3.77, 1.00], [0.27, 1.99, -0.10], [2.12, 1.82, -0.88], [-0.55, 0.05, -0.31], [0.78, -0.04, 0.54], [-0.04, -0.67, 0.20], [-0.67, 0.25, 0.86], [0.20, 0.82, -0.25], [0.52, 0.26, 0.70], [0.01, 0.14, -0.25], [-0.05, -0.52, 0.02], [0.39, 1.52, 0.10], [0.98, -0.47, -1.23], [-1.81, 0.09, -0.15], [1.97, 0.37, 3.04], [-1.23, -0.15, -0.13], [-0.75, -0.08, -1.23], [0.01, -0.16, 0.27], [-0.52, -0.54, -0.11], [0.18, -0.37, -0.62], [0.26, -0.12, 0.06], [-0.16, -0.12, 0.37], [0.75, 0.33, -0.40], [-0.11, -0.23, 0.36], [-0.02, -0.30, -0.30], [0.45, 0.38, -0.96], [0.02, -0.23, 0.32], [-0.98, 0.76, 0.65], [0.23, -2.49, 0.07], [-0.01, 0.43, -0.28], [0.67, 0.91, 0.16], [-0.11, -0.01, 1.04], [-0.49, -0.20, 0.03], [-0.45, -0.39, -0.14], [-0.50, 0.85, -0.49], [0.54, 0.44, 0.67], [0.61, -0.14, -0.39], [-0.19, -0.17, -0.78], [0.32, -0.18, 0.09], [-0.70, 0.17, -0.02], [1.48, 1.88, 0.65], [0.23, -0.33, 0.51], [-2.83, -1.74, 0.47], [1.11, 1.21, 0.37], [1.81, 1.31, 0.46], [0.49, -0.42, 0.16], [0.03, -0.39, -0.60], [-0.07, 0.28, -0.29], [-1.27, -0.49, 0.22], [0.08, 0.08, -0.23], [0.28, -0.15, -0.19], [-0.33, -0.18, -0.74], [-0.37, -1.08, -0.78]], "fmax_ev_per_a": 6.19, "smiles": "COP(=O)(OC)OC.COP(=O)(OC)OC.CCOC(C)=O.CCOC(C)=O.CCOC(C)=O.CCOC(C)=O.CCOC(C)=O.CCOC(C)=O.CCOC(C)=O.CCOC(C)=O.CCOC(C)=O", "homo_lumo_gap_ev": 10.10, "relative_energy_kcal_mol": 103.2, "lumo_ev": 0.31, "e_homo_ev": -9.790}